(1)
Here is a single C5H8S5 molecule from the Open Molecules 2025 dataset. Energies are from wB97M-V/def2-TZVPD.

Results
M in g/mol: 228.5
HOMO-LUMO gap in eV: 8.3677
Highest occupied orbital energy in eV: -8.06
Charge: 0
Calculated total energy in Eh: -2186.18774
SMILES: SCCSC1=CSS[C@@H]1S
2S+1: 1

Each atom is followed by the atoms it is bonded to, with distances in Å.
Atoms and positions in Å:
1 S -0.96413 -3.52982 0.10153  C2 1.863, H11 1.333
2 C -1.29066 -1.78891 -0.47721  S1 1.863, C3 1.521, H12 1.030, H13 1.124
3 C -1.55626 -0.86113 0.69852  C2 1.521, S4 1.856, H14 1.071, H15 1.081
4 S -1.28626 0.89304 0.15519  C3 1.856, C5 1.882
5 C 0.55266 1.18237 0.43197  S4 1.882, C6 1.353, C9 1.522
6 C 1.01030 2.18783 1.21271  C5 1.353, S7 1.671, H16 1.046
7 S 2.62507 2.61420 1.15565  C6 1.671, S8 2.088
8 S 3.11206 1.31475 -0.40509  S7 2.088, C9 1.786
9 C 1.46194 0.69068 -0.68455  C5 1.522, S8 1.786, S10 1.841, H17 1.082
10 S 0.78393 1.19480 -2.32033  C9 1.841, H18 1.321
11 H -1.85621 -3.24326 1.04927  S1 1.333
12 H -0.36039 -1.51317 -0.82356  C2 1.030
13 H -2.18192 -1.71889 -1.15894  C2 1.124
14 H -2.59802 -0.81987 0.94229  C3 1.071
15 H -1.07444 -1.15115 1.62189  C3 1.081
16 H 0.25033 2.74196 1.67093  C6 1.046
17 H 1.72063 -0.35867 -0.62607  C9 1.082
18 H 1.65138 2.16524 -2.54420  S10 1.321

(2)
Here is a single C5H9BrN4 molecule from the Open Molecules 2025 dataset. Energies are from wB97M-V/def2-TZVPD.

Results
M in g/mol: 205.1
HOMO-LUMO gap in eV: 8.5205
Highest occupied orbital energy in eV: -8.27
Charge: 0
Calculated total energy in Eh: -2988.73300
2S+1: 1

Each atom is followed by the atoms it is bonded to, with distances in Å.
Atoms and positions in Å:
1 C -0.04800 0.29500 1.79217  C2 1.539, C3 1.538, H11 1.193, H12 1.076
2 C -1.09915 -0.80448 1.56059  C1 1.539, C3 1.462, H13 1.045, H14 1.111
3 C -0.10368 -0.56414 0.51773  C1 1.538, C2 1.462, C5 1.502, H15 1.169
4 C 1.77369 1.40816 -3.74654  N6 1.261, Br10 1.826, H16 1.203
5 C -0.55152 0.00186 -0.79911  C3 1.502, N9 1.472, H17 1.172, H18 1.132
6 N 2.67465 1.49736 -2.86892  C4 1.261, N7 1.310
7 N 2.53413 1.53992 -1.56697  N6 1.310, N8 1.243
8 N 1.53539 1.10611 -0.96667  N7 1.243, N9 1.282, H19 0.957
9 N 0.46463 0.73887 -1.56878  C5 1.472, N8 1.282
10 Br 2.31569 1.17866 -5.47531  C4 1.826
11 H -0.18754 1.47329 1.66762  C1 1.193
12 H 0.67546 0.15404 2.57576  C1 1.076
13 H -1.11362 -1.66713 2.15068  C2 1.045
14 H -2.18174 -0.61725 1.39215  C2 1.111
15 H 0.67076 -1.43241 0.40486  C3 1.169
16 H 0.57692 1.50538 -3.67353  C4 1.203
17 H -1.18179 -0.78074 -1.40308  C5 1.172
18 H -1.31977 0.74238 -0.42083  C5 1.132
19 H 1.73112 1.13294 -0.03043  N8 0.957